The following is a quantum chemistry calculation of 2 unconnected molecules or ions with the total composition C2HClFNO3, from the Open Molecules 2025 dataset.

Geometry (Å):
C1 -2.030632 -0.775335 0.503617
C2 0.581398 -0.389537 0.203282
N1 0.324036 -1.530774 -0.621011
O1 0.292515 -1.291988 -1.782059
O2 -2.685336 -1.672044 0.190481
O3 0.180642 -2.574675 -0.083703
F1 -2.388850 0.311598 1.172029
Cl1 0.805600 -0.579013 1.843708
H1 0.951537 0.445191 -0.330511

Forces on atoms 1 to 3 (eV/Å):
0.678 1.034 -0.073
-1.061 -0.286 0.563
0.831 1.245 1.699

Computed properties:
Orbital gap (spin up / spin down) ... 8.25 / 8.36 eV
Relative energy (zero: lowest compared OMol25 entry of this formula, charge and spin) ... 68.95 kcal/mol
Charge ... 0
E_HOMO (spin up / spin down) ... -10.3 / -10.0 eV
Max |F| ... 2.92 eV/Å